Record 1
Below is a cluster of 2 separate species, C13H21N2O in total at a distorted geometry, with properties calculated with ωB97M-V with the def2-TZVPD basis set.

```
! wB97M-V def2-TZVPD RIJCOSX def2/J DEFGRID3
* xyz 1 1
C 2.55167 -1.30233 1.06288
H -1.95831 -0.09581 -3.91423
H -1.12850 2.40142 -2.82675
H 0.33969 3.88719 -1.47874
H 1.45351 0.75037 -3.54906
H -1.25161 -3.56170 3.09210
H 0.61850 2.31282 -4.42219
H -1.88860 0.38361 0.19407
C -2.15015 0.36711 -0.97034
H 1.37326 -2.25795 2.94518
N -0.91225 -1.19604 5.39232
C 1.43806 -1.29702 2.27542
H -0.11113 -0.75631 -3.78589
O 1.57477 2.45657 -0.48619
H -1.47708 -1.63187 -2.77793
C -1.13899 -0.58009 -3.23027
C -0.77584 0.34995 -1.89025
C 1.00329 1.83250 -3.40581
H -2.68925 -0.67729 -1.14223
H -0.20152 -0.20475 3.34750
C 1.51895 1.30596 0.42923
H 3.33281 0.12849 -0.79737
C -1.03659 -2.32333 4.84126
C -1.18644 -3.68228 4.17692
C 0.23696 2.78132 -1.04116
C 2.57922 0.06180 0.09913
H 1.91862 2.51558 -3.07269
H 0.00830 -0.30678 -1.27625
H 3.27419 -2.22214 0.83805
H -2.82849 1.28494 -1.24909
H -0.58981 2.87602 -0.18710
H -2.09454 -4.17444 4.53571
C -0.21946 1.83599 -2.30241
N 0.50207 -0.13324 2.55710
H -0.25182 2.04753 1.89780
C 0.48992 1.13457 1.70711
H -0.32341 -4.31040 4.41417
*
```

## Properties
LUMO energy (hartree): -0.1890
Relative energy (zero: lowest compared OMol25 entry of this formula, charge and spin) (kcal per mole): 244.1
DFT total energy (eV): -18831.7083
HOMO (eV): -12.92
Kohn-Sham gap (eV): 7.78

=====

Record 2
Below is a cluster of 3 separate species, C4H13NO2 in total at a distorted geometry, with properties calculated with ωB97M-V with the def2-TZVPD basis set.

```
! wB97M-V def2-TZVPD RIJCOSX def2/J DEFGRID3
* xyz 0 1
N -1.29684 -0.99705 -0.59227
H 0.83787 0.70284 -1.60102
H -0.92470 -1.59468 -2.44967
O -0.06964 4.99882 4.77756
H -2.47302 0.79371 -0.45731
H -2.66337 -0.50927 0.78279
H 0.76085 -1.87203 1.05293
H 0.75963 4.69330 5.16813
H 2.59139 -1.34656 -1.77332
H 0.09345 -2.53476 2.13632
H 0.07140 5.71960 4.17138
H 0.90331 -0.21951 -3.11623
C 0.67580 -0.27803 -2.04841
H 1.19214 -2.37265 -1.78305
O 0.77442 -1.89707 1.99816
C -0.79554 -0.63653 -1.94478
C 1.55138 -1.40144 -1.45379
H -1.34094 0.20671 -2.38355
H 1.46771 -1.28102 -0.38320
C -2.11530 -0.17438 -0.10067
*
```

## Properties
SMILES: C=NCCC.O.O
LUMO energy (hartree): 0.0365
Relative energy (zero: lowest compared OMol25 entry of this formula, charge and spin) (kcal per mole): 34.6
DFT total energy (eV): -9942.6957
HOMO (eV): -9.98
Kohn-Sham gap (eV): 10.97

=====

Record 3
Below is an isolated molecule of C10H15B, with properties calculated with ωB97M-V with the def2-TZVPD basis set.

```
! wB97M-V def2-TZVPD RIJCOSX def2/J DEFGRID3
* xyz 0 1
H -0.93398 -3.16736 -1.10608
H -1.75006 -2.08914 1.17498
C -0.97454 1.30407 -0.35005
H 2.90458 1.79927 -0.61752
H -3.00471 1.86842 0.11393
H 4.56976 -0.95000 -0.03610
C -0.68006 -1.19937 -0.44811
H -1.94665 0.23319 1.80562
H -3.56670 -0.23741 1.27076
C -1.97964 -1.38036 0.37181
C 3.75796 -1.01654 0.68755
H -0.65514 1.97867 0.45315
H -2.74009 -1.83890 -0.26594
H -2.87127 0.56403 -1.07304
C -0.42694 -2.21864 -1.30460
C -2.53580 -0.08656 0.94216
B 2.46420 -0.35928 0.18974
C 1.32031 0.33562 -0.28364
H 4.12645 -0.62940 1.63909
C -2.44745 0.96812 -0.15117
C 1.81678 1.75355 -0.62711
C -0.07940 0.09017 -0.37758
H 1.48082 2.02364 -1.62679
H -0.84867 1.84632 -1.29420
H 1.44488 2.48871 0.08333
H 3.55537 -2.08081 0.82980
*
```

## Properties
LUMO energy (spin up / spin down) (hartree): 0.0051 / -0.0063
Relative energy (zero: lowest compared OMol25 entry of this formula, charge and spin) (kcal per mole): 77.1
DFT total energy (eV): -11284.2147
HOMO (spin up / spin down) (eV): -7.85 / -6.04
Kohn-Sham gap (spin up / spin down) (eV): 7.99 / 5.87

=====

Record 4
Below is the ion C2H9N2 with charge +1 at a distorted geometry, with properties calculated with ωB97M-V with the def2-TZVPD basis set.

```
! wB97M-V def2-TZVPD RIJCOSX def2/J DEFGRID3
* xyz 1 1
N 1.22712 -0.71147 0.35776
C -0.69851 0.74507 -0.00333
H -0.35493 1.72444 -0.33618
H 1.61854 -1.44028 0.94660
H -1.69989 0.82803 0.41429
H -0.48151 -0.65516 1.45771
H -1.61237 -0.51630 -1.51008
H 0.73696 0.80167 1.71520
H 2.01083 -0.18414 -0.00373
C 0.21924 0.09028 1.07636
H 0.00161 -0.88496 -0.95210
N -0.71362 -0.15225 -1.20897
H -0.25348 0.35508 -1.95354
*
```

## Properties
SMILES: NCC[NH3+]
LUMO energy (hartree): -0.1292
Relative energy (zero: lowest compared OMol25 entry of this formula, charge and spin) (kcal per mole): 12.3
DFT total energy (eV): -5193.4202
HOMO (eV): -14.94
Kohn-Sham gap (eV): 11.42

=====

Record 5
Below is a structure of composition C42H48AsBBr2N6PPt, with properties calculated with ωB97M-V with the def2-TZVPD basis set.

```
! wB97M-V def2-TZVPD RIJCOSX def2/J DEFGRID3
* xyz 3 5
H 0.59789 2.18558 -0.11762
C -1.19891 -1.65479 4.57107
C 0.70008 -6.31194 1.41068
C -1.93183 -0.06608 2.91965
C 0.33215 1.67365 0.81023
C 0.88433 -3.11629 -4.01987
H -2.94134 5.74843 5.11957
C 1.00127 5.75622 -2.57163
H 4.08810 0.80244 -1.43037
Br -2.16948 -0.99471 -2.92899
Br 0.37332 0.97467 -3.13050
H -3.61215 -0.39881 0.76742
H 1.38744 -4.84894 -5.29991
H -2.71300 8.14420 4.57267
C 3.39845 -0.88270 -0.34002
C -2.21945 6.06522 4.37940
H 1.24898 1.26969 1.23992
H 2.36322 0.83285 -1.05235
As 0.56853 4.35029 1.86146
C -1.37553 0.51628 -3.82922
H -1.29592 -2.09412 5.55523
H -2.74330 -1.97607 -0.33844
H 0.77851 -1.12060 -4.79926
H -1.36102 2.87766 1.51891
N 0.48291 -4.15879 0.14515
C -0.22500 -2.11488 3.69561
C -2.04843 -0.62717 4.18296
H 3.24044 -6.31094 -2.44680
N 2.71197 -3.00473 -0.28177
H -3.23337 3.67191 -2.00367
N 1.46985 -4.06720 -2.15659
H 0.83026 -7.03741 0.60665
C -1.58202 -3.57704 0.47135
C -3.31401 2.77554 -1.40020
H -3.10044 -2.37470 1.35399
H 1.09423 6.09129 -3.59643
H 4.88497 -4.83544 -0.41169
P -0.70661 0.21099 0.38873
H -3.66441 -3.42875 0.06155
C -1.41668 5.13450 3.75561
H -2.02472 1.36979 -3.68673
C -0.97125 -0.53855 2.02076
H -5.62945 0.69368 -0.07645
H 5.68150 -3.97345 0.92093
H 2.89326 4.55933 -0.03053
C -0.34742 6.93619 2.48846
C -0.50776 5.56949 2.77694
C 0.77049 4.94546 0.05646
C 4.44226 -1.63175 0.11218
C 0.41559 -2.11950 -5.02573
C -0.11304 -1.56178 2.42883
H -2.60046 0.73765 2.63848
H 2.28818 -6.88983 -3.81072
C -4.56428 2.24487 -1.10537
C -2.08988 7.41928 4.06532
C 2.12304 5.30177 -1.89000
C -2.25242 1.00411 -0.13841
C 3.34392 0.56651 -0.66923
C 2.23690 -6.34365 -2.87229
H -1.10222 6.18201 -2.47031
H -5.46064 2.72322 -1.47840
H 0.43783 -2.91583 3.99659
H 0.14650 -6.79767 2.21054
H 1.60059 -6.90503 -2.18766
C -3.51158 0.48943 0.16278
H 1.68833 -6.05202 1.78936
H 4.14612 -4.85094 1.17687
B 1.75960 -4.21736 -0.67062
C -2.83997 -2.78987 0.37884
H 2.35903 -5.22248 -0.44910
H 3.56579 1.17084 0.21008
C -1.15730 7.85399 3.12624
N 2.32515 -1.71986 -0.52265
C -4.65886 1.10621 -0.31925
H 0.39182 7.26842 1.77052
C -1.36622 -4.76532 1.17416
C 2.01348 4.89134 -0.56838
H -0.67212 -2.11299 -5.09708
N -0.46146 -3.22245 -0.15421
H 5.43587 -1.30058 0.37487
C 4.71891 -4.22857 0.48627
H -1.05862 8.90779 2.90492
C 1.33316 -4.39946 -4.32220
H -1.32346 5.46908 -0.12035
C -0.33683 2.62014 1.80104
H -1.20407 2.60056 -1.15735
H -1.24519 0.25410 -4.87061
H 0.80183 -2.39799 -6.00420
H 0.63595 -1.94595 1.74696
C 1.69417 -4.97486 -3.12974
C 3.96601 -3.02300 0.12560
H 3.08777 5.28590 -2.37950
H -1.49847 4.08710 4.01782
C -0.05604 -5.11030 0.94238
Pt 0.20919 -1.42079 -1.18914
H -0.34363 2.20592 2.80833
N 0.95874 -2.90842 -2.69480
H -2.80569 -0.26318 4.86506
C -0.23703 5.80618 -1.93986
C -2.16603 2.16187 -0.92056
C -0.36278 5.40676 -0.61734
H -2.08604 -5.31487 1.75873
*
```

## Properties
LUMO energy (spin up / spin down) (hartree): -0.2465 / -0.4090
Relative energy (zero: lowest compared OMol25 entry of this formula, charge and spin) (kcal per mole): 0.4
DFT total energy (eV): -267385.4512
HOMO (spin up / spin down) (eV): -14.96 / -15.65
Kohn-Sham gap (spin up / spin down) (eV): 8.25 / 4.52

=====

Record 6
Below is an isolated molecule of C6H10N2O2 at a distorted geometry, with properties calculated with ωB97M-V with the def2-TZVPD basis set.

```
! wB97M-V def2-TZVPD RIJCOSX def2/J DEFGRID3
* xyz 0 1
H -1.40590 0.38130 0.87923
H -0.04801 -3.08533 0.41587
C -1.75384 0.36128 -1.26733
N -0.47613 -2.21908 0.11538
H 1.78718 1.13151 -1.19073
C 1.60091 0.75290 -0.17335
C 2.74242 1.19755 0.68403
N 1.30478 -0.64074 -0.08489
H -2.81930 0.62253 -1.19921
H 0.77968 1.48281 0.27055
H -2.56137 -2.10644 -0.43699
C -1.29350 -0.29803 0.02253
H -2.23378 -1.87044 1.31688
O 2.34989 2.54018 1.07045
H 3.10166 2.95251 1.51703
C -1.84013 -1.72699 0.30079
H -1.62055 -0.31899 -2.12098
O 3.49775 0.54003 1.34866
H -1.19127 1.28287 -1.46943
C 0.07953 -0.97943 0.00152
*
```

## Properties
SMILES: C[C@H]1CN/C1=N/CC(=O)O
LUMO energy (hartree): 0.0299
Relative energy (zero: lowest compared OMol25 entry of this formula, charge and spin) (kcal per mole): 39.3
DFT total energy (eV): -13458.2354
HOMO (eV): -8.85
Kohn-Sham gap (eV): 9.67

=====

no.,molecular weight (g/mol)
1,221.32
2,107.15
3,146.04
4,61.11
5,1108.48
6,142.16